Record 1
# C39H44Br2HfN7OP2SbSe2

A molecular structure, C39H44Br2HfN7OP2SbSe2 (ωB97M-V/def2-TZVPD, OMol25).

Summary:
2S+1: 1
Energy relative to the best compared isomer or geometry (same formula, charge and spin) in kJ/mol: 0.0
Charge: +2

CARTESIAN COORDINATES (ANGSTROEM)
Hf (0.04309, -0.39733, -0.19386)
C (-1.74259, -3.79689, -4.56884)
N (-1.42605, -3.40397, -3.19041)
C (-1.26441, -4.26684, -2.14013)
C (-0.98268, -3.50210, -1.05020)
N (-0.96567, -2.18180, -1.42410)
C (-1.24056, -2.15083, -2.72263)
P (-1.62624, -0.66779, -3.68181)
C (-2.56883, 0.16014, -2.37519)
N (-2.18242, 0.29336, -1.11296)
C (-3.17126, 1.01361, -0.48944)
C (-4.16139, 1.29286, -1.38016)
N (-3.76891, 0.74901, -2.57250)
C (-4.53734, 0.78627, -3.82209)
C (-0.09766, 0.28819, -3.46041)
N (0.49552, 0.53172, -2.29796)
C (1.52180, 1.41259, -2.54827)
C (1.54774, 1.68721, -3.87855)
N (0.52276, 0.97221, -4.44677)
C (0.16931, 1.02025, -5.86988)
H (-1.86161, -4.87551, -4.58904)
H (-0.93251, -3.51718, -5.23742)
H (-2.67028, -3.33007, -4.88896)
H (-1.37214, -5.33159, -2.25569)
H (-0.81308, -3.81338, -0.03523)
H (-3.10763, 1.30346, 0.54159)
H (-5.09042, 1.82576, -1.27216)
H (-5.36020, 1.48234, -3.69386)
H (-4.93486, -0.19889, -4.05310)
H (-3.90793, 1.13416, -4.63654)
H (2.17094, 1.77151, -1.76827)
H (2.19201, 2.32343, -4.46119)
H (1.06468, 0.84673, -6.46051)
H (-0.24900, 1.99408, -6.11158)
H (-0.55965, 0.24692, -6.09061)
Br (0.58036, -4.22879, 3.12309)
C (1.61450, -4.00861, 1.57296)
C (2.60229, -4.97733, 1.27480)
C (3.33773, -4.87921, 0.13411)
Br (4.64518, -6.17535, -0.22767)
C (3.11495, -3.80940, -0.77694)
C (3.79138, -3.64097, -2.00382)
C (3.46674, -2.58954, -2.80864)
C (2.47118, -1.68678, -2.39601)
N (1.82279, -1.79794, -1.25726)
C (2.13885, -2.85523, -0.44598)
C (1.38794, -2.94770, 0.74748)
O (0.47373, -2.00163, 0.97848)
H (2.76463, -5.79295, 1.96494)
H (4.55680, -4.35016, -2.28971)
H (3.96839, -2.42955, -3.75273)
H (2.22749, -0.84267, -3.02123)
Se (2.44080, 0.45470, 0.84137)
P (1.55540, 2.39308, 1.23963)
Se (-0.40336, 2.33559, 0.30796)
C (2.55519, 3.71480, 0.54704)
C (1.98972, 4.71146, -0.24257)
C (2.78573, 5.75101, -0.71075)
C (4.13466, 5.78908, -0.39654)
C (4.70107, 4.78947, 0.38804)
C (3.91512, 3.75489, 0.86194)
C (1.47529, 2.67773, 3.00833)
C (0.40797, 3.38550, 3.55475)
C (0.40540, 3.67896, 4.91219)
C (1.47108, 3.28768, 5.71172)
C (2.54136, 2.59290, 5.16170)
C (2.54246, 2.28007, 3.81244)
H (0.93733, 4.68116, -0.49252)
H (2.34797, 6.53190, -1.31849)
H (4.75111, 6.60040, -0.76080)
H (5.75520, 4.81975, 0.62920)
H (4.36429, 2.97880, 1.47180)
H (-0.42448, 3.69179, 2.93209)
H (-0.42549, 4.22096, 5.34479)
H (1.46877, 3.52404, 6.76779)
H (3.36766, 2.28312, 5.78761)
H (3.35994, 1.70268, 3.39714)
C (-3.03911, 1.94483, 3.34941)
C (-3.45479, 0.53238, 2.93529)
Sb (-1.85348, -0.70302, 2.24872)
C (-1.03932, -1.17549, 4.15324)
C (0.41715, -0.79894, 4.37820)
C (-3.03124, -2.45348, 1.93961)
C (-4.00654, -2.32899, 0.77012)
H (-3.89364, 2.51501, 3.71599)
H (-2.59583, 2.50375, 2.52209)
H (-2.29458, 1.92314, 4.14959)
H (-4.23937, 0.53946, 2.17736)
H (-3.85255, -0.02486, 3.78651)
H (-1.21597, -2.24672, 4.25586)
H (-1.69507, -0.66567, 4.86093)
H (1.07108, -1.18304, 3.59296)
H (0.77416, -1.19382, 5.33133)
H (0.53194, 0.28440, 4.40720)
H (-3.56248, -2.60950, 2.88128)
H (-2.34181, -3.29053, 1.81871)
H (-4.70138, -1.49812, 0.90991)
H (-4.60911, -3.23197, 0.65761)
H (-3.48571, -2.15818, -0.17496)

Record 2
# C4H8S

C4H8S in the gas phase in a non-equilibrium geometry (ωB97M-V/def2-TZVPD, OMol25).

Summary:
2S+1: 1
Energy relative to the best compared isomer or geometry (same formula, charge and spin) in kJ/mol: 101.9

CARTESIAN COORDINATES (ANGSTROEM)
C (0.58208, -1.68542, -0.07235)
C (0.06860, -0.21959, -0.15138)
S (0.17434, 0.78438, 1.27826)
C (-1.19052, 0.00447, -0.89005)
C (0.03577, 0.49854, -1.60017)
H (1.30517, -1.91371, -0.73717)
H (-0.23938, -2.39523, -0.15834)
H (0.81977, -1.84921, 0.98394)
H (1.41703, 0.49348, 1.76907)
H (-1.71057, -0.74751, -1.48798)
H (-1.86464, 0.78235, -0.50296)
H (0.29378, 1.58102, -1.59054)
H (0.21377, -0.08925, -2.44448)

Record 3
# C22H41BrClF3N2O4S

A molecular structure, C22H41BrClF3N2O4S in a non-equilibrium geometry (ωB97M-V/def2-TZVPD, OMol25).

Summary:
2S+1: 1
Energy in eV: -136193.51913

CARTESIAN COORDINATES (ANGSTROEM)
C (2.74101, -1.19681, -3.01928)
C (3.12540, -0.98323, -4.27209)
C (3.13396, -0.33260, -5.76797)
C (1.71562, -0.57394, -6.50581)
C (0.78254, 0.73710, -6.63781)
C (0.16399, 1.27981, -5.23825)
C (0.64250, 2.69959, -4.64676)
C (2.19059, 2.75756, -4.18626)
C (3.14965, 3.62505, -5.13566)
F (3.27423, 3.14339, -6.48239)
F (4.49273, 3.54174, -4.56109)
F (2.84010, 5.02275, -5.19843)
O (0.11550, 0.11527, -4.32043)
S (-1.26138, -0.79655, -4.62333)
O (-1.14056, -2.15772, -5.26510)
O (-2.06643, -1.07314, -3.37379)
O (-2.03747, 0.09204, -5.87427)
C (-1.43019, 1.41708, -5.63358)
Cl (-2.56878, 2.05782, -4.28761)
Br (-1.76839, 2.79587, -7.06967)
H (2.53528, -1.40234, -1.90629)
H (3.48279, 0.76258, -5.73233)
H (3.94560, -0.90922, -6.36734)
H (1.21596, -1.48211, -6.01258)
H (1.96919, -0.90222, -7.59759)
H (-0.03021, 0.48602, -7.43733)
H (1.44433, 1.55431, -7.14635)
H (0.43029, 3.59627, -5.35836)
H (0.01027, 2.92708, -3.69205)
H (2.59690, 1.68254, -3.98504)
H (2.21563, 3.27666, -3.14122)
C (-3.34909, 1.55434, 3.42053)
C (-3.51388, 1.35600, 1.91772)
N (-2.27740, 0.99728, 1.22933)
C (-2.38391, 1.07877, -0.22725)
C (-3.34565, 0.11883, -0.92298)
C (-1.57313, -0.17720, 1.73632)
C (-2.33045, -1.50358, 1.75684)
H (-2.57744, 2.29753, 3.63991)
H (-4.28925, 1.90951, 3.85291)
H (-3.09076, 0.62207, 3.93022)
H (-3.87890, 2.30691, 1.51145)
H (-4.30561, 0.61649, 1.74395)
H (-1.38752, 0.96009, -0.67140)
H (-2.68256, 2.10261, -0.48783)
H (-2.94432, -0.89369, -0.96892)
H (-3.50241, 0.44157, -1.95684)
H (-4.32638, 0.08701, -0.44301)
H (-1.23903, 0.03888, 2.75645)
H (-0.64082, -0.31421, 1.17584)
H (-3.35136, -1.39952, 2.13180)
H (-1.81390, -2.20910, 2.41581)
H (-2.36643, -1.96373, 0.76884)
C (-1.35989, -1.81217, 5.99536)
C (-0.02624, -2.37234, 6.47779)
N (1.01485, -2.38526, 5.45417)
C (2.19016, -3.16676, 5.83716)
C (3.01268, -2.67410, 7.02573)
C (1.30132, -1.10729, 4.80822)
C (1.73528, 0.05551, 5.69883)
H (-1.71901, -2.34861, 5.11262)
H (-2.11299, -1.91865, 6.78177)
H (-1.29312, -0.74779, 5.75377)
H (-0.21448, -3.40334, 6.80036)
H (0.28772, -1.81704, 7.37061)
H (2.85426, -3.27207, 4.97040)
H (1.85907, -4.18968, 6.05753)
H (3.62316, -1.80859, 6.76509)
H (3.70368, -3.46120, 7.34587)
H (2.39241, -2.41983, 7.88776)
H (0.40902, -0.79675, 4.25508)
H (2.05826, -1.25358, 4.02875)
H (1.13117, 0.13963, 6.60523)
H (1.62753, 0.99639, 5.14965)
H (2.78469, -0.02404, 5.98465)

Record 4
# C33H35BaF6N3O7STe

A molecular structure, C33H35BaF6N3O7STe in a non-equilibrium geometry (ωB97M-V/def2-TZVPD, OMol25).

Summary:
2S+1: 1
Energy relative to the best compared isomer or geometry (same formula, charge and spin) in kJ/mol: 0.0
Charge: -2

CARTESIAN COORDINATES (ANGSTROEM)
Ba (-0.64583, 0.59225, -0.18600)
O (-4.53073, -0.10341, 4.76916)
C (-3.41598, 0.43166, 5.21139)
O (-3.21634, 0.59679, 6.40278)
C (-2.36937, 0.82950, 4.21707)
C (-1.15722, 1.34429, 4.61024)
N (-0.43686, 1.58442, 3.50832)
N (-1.09150, 1.25013, 2.39282)
C (-2.27691, 0.78544, 2.78700)
C (-3.23648, 0.29415, 1.70788)
O (-4.30590, -0.23487, 2.08587)
O (-2.86197, 0.46361, 0.51278)
H (-4.52015, -0.22851, 3.74357)
H (-0.79253, 1.55474, 5.60533)
H (0.54828, 1.86424, 3.39352)
O (2.19438, 1.96797, 2.59981)
H (2.17949, 2.71062, 1.96842)
H (2.13249, 1.22876, 1.95676)
C (4.03486, -0.90904, 0.21100)
S (2.21678, -1.24377, 0.19749)
C (2.21246, -1.29614, -1.60517)
O (1.77009, 0.17994, 0.56451)
H (4.21686, 0.09217, -0.20008)
H (4.57189, -1.67797, -0.36021)
H (4.34701, -0.94086, 1.26087)
H (2.75433, -2.19797, -1.90424)
H (2.71202, -0.39301, -1.97695)
H (1.18111, -1.31086, -1.95536)
C (-2.61611, -1.19119, -2.89341)
C (-1.53933, -0.17985, -3.32970)
O (-0.68387, 0.17720, -2.33376)
C (-0.74287, -0.82221, -4.50250)
F (-0.12465, -1.94412, -4.04630)
F (-1.50414, -1.21321, -5.55150)
F (0.20842, -0.01600, -4.98349)
C (-2.26315, 1.08389, -3.86451)
F (-1.41300, 2.05449, -4.20231)
F (-3.05149, 0.84479, -4.94136)
F (-3.06339, 1.56582, -2.88853)
H (-2.10692, -2.08016, -2.50827)
H (-3.27898, -1.47708, -3.71277)
H (-3.20225, -0.75203, -2.07976)
C (-0.55998, 9.22993, 0.45338)
C (-0.11898, 7.79986, 0.23530)
C (-0.98788, 6.84015, -0.26694)
C (-0.58254, 5.52479, -0.50748)
C (-1.59867, 4.54053, -1.04278)
C (0.74878, 5.12900, -0.24799)
Te (1.35605, 3.13750, -0.72078)
C (1.62661, 6.09272, 0.29607)
C (3.05799, 5.78452, 0.68496)
C (1.17840, 7.39816, 0.51976)
H (-1.62952, 9.34388, 0.25708)
H (-0.02429, 9.91602, -0.20946)
H (-0.37023, 9.55552, 1.48066)
H (-2.01792, 7.11804, -0.48134)
H (-2.56885, 5.02301, -1.19721)
H (-1.73462, 3.70882, -0.34816)
H (-1.26445, 4.09976, -1.98843)
H (3.36646, 4.80816, 0.32119)
H (3.16700, 5.79453, 1.77568)
H (3.74047, 6.53933, 0.27637)
H (1.87820, 8.12420, 0.93234)
N (0.10362, -1.76805, 0.28583)
C (-0.36433, -2.87462, 0.65312)
C (0.11048, -4.21729, 0.10423)
C (0.15064, -5.37226, 0.89055)
C (0.62284, -6.57483, 0.36950)
C (1.05062, -6.64610, -0.95358)
C (1.00626, -5.50515, -1.74873)
C (0.54292, -4.30256, -1.22052)
C (-1.43851, -2.97816, 1.73142)
C (-2.66585, -3.59206, 1.48308)
C (-3.62150, -3.69784, 2.48686)
C (-3.34854, -3.22076, 3.76548)
C (-2.12378, -2.61596, 4.02622)
C (-1.18223, -2.48101, 3.00860)
H (-0.19134, -5.32410, 1.92072)
H (0.65184, -7.46031, 0.99731)
H (1.40417, -7.58669, -1.36410)
H (1.33066, -5.54932, -2.78387)
H (0.48614, -3.41119, -1.83959)
H (-2.87414, -3.97711, 0.48878)
H (-4.58477, -4.14627, 2.27030)
H (-4.09550, -3.28896, 4.54826)
H (-1.91081, -2.22997, 5.01997)
H (-0.23319, -1.98070, 3.19180)